A cluster of 2 separate species, C7H10NOPS2 in total. Source: the OMol25 dataset; level of theory: ωB97M-V/def2-TZVPD.

Structure (XYZ):
```
22
Properties=species:S:1:pos:R:3:forces:R:3
O 2.0112 -0.3739 3.2256 0.2385 -0.8987 1.2850
C 1.9369 0.1881 2.1898 -0.2343 0.3049 -1.1477
C 2.9221 0.7151 1.1178 -1.6162 0.3382 1.1031
C 1.6705 1.2672 0.4314 -0.9454 -1.2851 -1.2844
S 1.3582 0.2257 -1.1646 -0.8425 0.3342 1.7574
C 0.0760 -0.8057 -0.4585 -0.6623 0.1295 -0.5510
C -0.8178 -0.6054 0.5370 0.6512 -0.2947 -0.2687
S -2.1145 -1.7022 1.0704 0.1396 -0.5483 -2.1931
C -0.5785 0.4829 1.5384 1.5646 -2.0288 1.7030
N 0.8425 0.6950 1.5280 1.4943 2.3536 -1.1408
H 3.5716 1.4010 1.5800 1.0134 1.0328 0.2435
H 3.4118 -0.0164 0.5416 0.7112 -0.8671 -0.4575
H 1.5623 2.3130 0.0746 0.0071 -0.5649 0.9445
H -0.0103 -1.6353 -1.1393 -0.3251 -0.4373 0.1458
H -2.2868 -2.3016 -0.2036 0.0812 0.5536 1.6841
H -1.0518 1.3931 1.4039 -1.2483 1.7699 -0.6893
H -0.8279 0.1643 2.5872 0.0701 0.0318 -0.9210
C -2.2634 -0.8056 -2.8004 -0.7161 0.5981 1.6970
P -2.3586 0.8001 -2.3851 0.0415 0.2032 -1.5139
H -2.3837 -1.6206 -2.0803 0.3315 0.4890 -0.0235
H -2.2792 -1.1319 -3.7800 0.1144 -0.5770 -1.9664
H -2.3906 1.3531 -3.8136 0.1313 -0.6367 1.5940
```
Forces are in eV/Å.

Calculated values
energy	-1540.33602	a.u.
HOMO energy	-8.137	eV
ΔE to the lowest compared entry with this formula, charge and spin	352.8	kJ/mol
E_LUMO	0.003	eV
SMILES	O=C1C[C@H]2SC=C(S)CN12.C=P
HOMO-LUMO gap	8.1401	eV

***

A cluster of 2 separate species, C7H10NOS in total. Source: the OMol25 dataset; level of theory: ωB97M-V/def2-TZVPD.

Structure (XYZ):
```
20
Properties=species:S:1:pos:R:3:forces:R:3
C -2.9991 -0.1012 0.1779 1.7074 -1.1025 0.4406
C -2.2438 1.0824 0.2680 -3.7006 -0.8470 0.2818
C -2.3384 -1.3502 0.0273 0.3348 2.4362 -0.3891
C -0.9393 1.1473 0.1398 2.7087 -0.7291 -0.3379
C -0.9545 -1.3009 -0.1498 -0.4920 1.2747 0.1496
C -0.2877 -0.0739 -0.0913 0.9647 -0.3561 0.0534
C 2.3469 0.8306 -1.0967 -4.5518 -0.0117 -2.9828
N 1.8098 -1.6805 0.1003 5.5091 -2.0029 0.9203
O 1.9071 0.6418 1.2665 0.9230 -0.8223 2.8592
S 1.4970 -0.2363 0.0132 -0.1190 1.2890 0.6820
H -4.0324 -0.0208 0.3791 -1.0205 -0.2082 -0.0380
H -2.7039 1.9981 0.5551 -0.8182 0.4379 -0.0987
H -2.7988 -2.3058 0.0051 -0.6852 -0.4514 0.0268
H -0.5938 2.1446 0.2980 1.3799 0.1377 -0.0873
H -0.3915 -2.1776 -0.3068 0.4714 -0.9097 -0.0650
H 1.8367 1.8051 -0.9280 0.8882 -0.3609 -0.1767
H 2.0594 0.4818 -2.1680 0.5590 0.5370 1.7760
H 3.3584 0.7795 -0.9572 2.5304 0.0733 0.6441
H 3.2411 -1.7825 0.3496 -5.3373 0.4578 -1.1654
H 2.2269 0.1186 2.1180 -1.2520 1.1582 -2.4931
```
Forces are in eV/Å.

Calculated values
energy	-800.49074	a.u.
HOMO energy	-13.749	eV
net charge	+1
ΔE to the lowest compared entry with this formula, charge and spin	385.6	kJ/mol
E_LUMO	-4.039	eV
HOMO-LUMO gap	9.7105	eV

***

A cluster of 2 separate species, C7H10O in total. Source: the OMol25 dataset; level of theory: ωB97M-V/def2-TZVPD.

Structure (XYZ):
```
18
Properties=species:S:1:pos:R:3:forces:R:3
C 1.1554 0.3267 -1.0528 -1.1935 -2.6678 -2.1233
C 0.2985 1.4130 -1.1188 2.1748 3.0455 2.2283
C -1.0423 1.2179 -0.8242 -1.2009 3.2345 0.3408
C -1.5428 -0.0677 -0.6383 -5.1880 3.4437 0.9196
C -0.8073 -1.1035 -0.8049 2.3088 -7.6892 1.9155
C 0.4863 -0.9410 -1.0841 5.8142 -0.3862 -2.4941
H 2.2137 0.2345 -1.2872 -0.1413 0.8536 0.2060
H 0.7815 2.5284 -1.0017 -1.4624 -2.8278 -0.7086
H -1.5723 2.2561 -0.5874 0.4321 -2.8261 -0.7224
H -2.5667 -0.3986 -0.3887 0.1846 1.4931 0.2328
H -0.9756 -2.2212 -0.2857 -0.6111 2.8755 -2.1810
H 1.1198 -1.8074 -1.5968 -1.2299 1.4840 2.0309
C 1.0686 -0.7731 2.2501 -3.6025 -1.6968 2.0350
O -0.0716 0.1854 2.0827 3.1199 1.3620 -4.8405
H 0.7749 -1.1200 3.4389 1.5549 0.6319 -3.4301
H 0.8792 -1.6871 1.5194 0.6130 1.7460 1.6143
H 2.0970 -0.3929 2.1300 -0.6358 0.1649 0.1787
H 0.1230 0.6913 1.0357 -0.9372 -2.2407 4.7980
```
Forces are in eV/Å.

Calculated values
energy	-347.79951	a.u.
HOMO energy	-9.315	eV
ΔE to the lowest compared entry with this formula, charge and spin	429.7	kJ/mol
E_LUMO	0.793	eV
SMILES	c1ccccc1.CO
HOMO-LUMO gap	10.1077	eV

***

The molecule C7H10O. Source: the OMol25 dataset; level of theory: ωB97M-V/def2-TZVPD.

Structure (XYZ):
```
18
Properties=species:S:1:pos:R:3:forces:R:3
C 1.9343 -1.4364 -0.0025 -0.6467 0.3836 0.2895
C 1.4972 -0.2719 0.5105 0.9142 -0.5180 -0.9691
C 0.1363 0.3208 0.0217 2.7802 -0.3277 -0.4478
C 0.3153 1.7116 -0.6756 -0.1423 -1.1594 -0.7074
C -0.9199 0.3539 1.0602 -2.4271 0.1115 1.5506
C -2.0351 -0.2159 0.6137 0.6384 -1.0288 -0.8133
C -1.8063 -0.7770 -0.7353 3.1512 -1.3894 1.3970
O -0.3571 -0.6148 -0.9257 -1.3949 -0.0305 -0.2029
H 2.8498 -1.9469 0.2241 0.6395 0.4615 0.4628
H 1.3622 -2.0200 -0.7022 -0.5093 0.1320 -0.0427
H 2.2613 0.3048 1.0825 -1.1876 -0.1583 -0.1037
H 0.9065 2.4258 -0.1662 0.4545 0.6106 1.0306
H -0.6921 2.0049 -0.7179 -1.3647 1.2258 -0.0976
H 0.6521 1.7705 -1.7277 0.1647 -0.9940 0.5288
H -1.0266 0.7719 2.0698 1.1453 0.2238 -0.5219
H -2.9973 -0.4298 1.0165 -0.3738 0.4448 0.9738
H -2.0730 -1.8108 -0.9508 0.0946 -0.2037 0.4988
H -2.2559 -0.2206 -1.4362 -1.9362 2.2162 -2.8256
```
Forces are in eV/Å.

Calculated values
energy	-347.87053	a.u.
HOMO energy	-9.324	eV
ΔE to the lowest compared entry with this formula, charge and spin	243.3	kJ/mol
E_LUMO	1.027	eV
SMILES	C=C[C@]1(C)C=CCO1
HOMO-LUMO gap	10.3509	eV